{
  "formula": "C33H64F2N10O4S2",
  "method": "wB97M-V/def2-TZVPD",
  "homo_lumo_gap_ev": 9.93,
  "charge": 4,
  "e_above_lowest_ev": 0.000,
  "species": ["C", "C", "C", "C", "N", "C", "C", "C", "C", "C", "H", "H", "H", "H", "H", "H", "H", "H", "H", "H", "H", "H", "H", "H", "H", "H", "H", "H", "H", "H", "C", "C", "N", "C", "C", "N", "C", "C", "H", "H", "H", "H", "H", "H", "H", "H", "H", "H", "H", "C", "C", "N", "C", "C", "N", "C", "C", "H", "H", "H", "H", "H", "H", "H", "H", "H", "H", "H", "C", "C", "N", "C", "C", "N", "C", "C", "H", "H", "H", "H", "H", "H", "H", "H", "H", "H", "H", "C", "C", "N", "C", "C", "N", "C", "C", "H", "H", "H", "H", "H", "H", "H", "H", "H", "H", "H", "N", "S", "O", "O", "F", "S", "O", "O", "F"],
  "xyz": [[-3.336, -4.234, 0.976], [-3.543, -4.017, -0.521], [-2.389, -4.377, -1.391], [-1.061, -3.662, -1.193], [0.033, -4.106, -2.170], [0.230, -5.611, -2.127], [-0.174, -6.175, -3.458], [0.050, -5.017, -4.453], [-0.242, -3.777, -3.619], [1.349, -3.474, -1.736], [-2.422, -3.894, 1.457], [-3.251, -5.333, 1.040], [-4.228, -4.132, 1.591], [-3.903, -2.998, -0.733], [-4.408, -4.614, -0.815], [-2.627, -4.280, -2.455], [-2.263, -5.457, -1.235], [-0.583, -3.654, -0.217], [-1.215, -2.613, -1.450], [1.284, -5.833, -1.950], [-0.274, -6.055, -1.270], [0.346, -7.081, -3.760], [-1.242, -6.403, -3.496], [1.080, -5.055, -4.804], [-0.643, -5.201, -5.269], [0.417, -2.975, -3.948], [-1.260, -3.404, -3.725], [1.547, -3.951, -0.781], [1.164, -2.412, -1.613], [2.101, -3.662, -2.495], [1.255, 3.031, -2.911], [1.650, 1.575, -3.098], [0.502, 0.770, -3.523], [0.426, 0.111, -4.723], [-0.824, -0.390, -4.837], [-1.470, -0.152, -3.644], [-0.648, 0.572, -2.866], [-2.912, -0.308, -3.420], [2.099, 3.707, -3.071], [0.745, 3.240, -1.973], [0.607, 3.468, -3.681], [2.012, 1.198, -2.141], [2.381, 1.417, -3.886], [1.232, 0.261, -5.423], [-1.293, -0.901, -5.661], [-0.865, 0.991, -1.893], [-3.082, -0.438, -2.351], [-3.422, -1.067, -4.001], [-3.295, 0.686, -3.660], [1.728, -3.143, 3.041], [1.252, -3.146, 4.503], [2.320, -2.700, 5.411], [2.826, -1.419, 5.565], [3.938, -1.556, 6.356], [4.151, -2.887, 6.539], [3.097, -3.559, 6.075], [5.310, -3.507, 7.190], [2.164, -2.205, 2.697], [0.815, -3.192, 2.442], [2.384, -3.987, 2.846], [1.012, -4.160, 4.817], [0.373, -2.524, 4.659], [2.400, -0.573, 5.056], [4.582, -0.817, 6.798], [2.960, -4.624, 6.159], [5.886, -2.832, 7.821], [5.955, -3.930, 6.427], [4.912, -4.217, 7.915], [3.143, 5.253, 0.319], [3.969, 5.624, -0.946], [4.429, 7.017, -0.875], [5.304, 7.563, -1.781], [5.503, 8.871, -1.441], [4.701, 9.083, -0.340], [4.078, 7.964, 0.004], [4.678, 10.321, 0.427], [2.875, 4.201, 0.256], [2.214, 5.806, 0.459], [3.781, 5.459, 1.178], [3.396, 5.399, -1.839], [4.867, 5.014, -0.870], [5.796, 6.995, -2.552], [6.076, 9.662, -1.889], [3.375, 7.867, 0.811], [5.156, 11.136, -0.105], [5.038, 10.264, 1.451], [3.617, 10.582, 0.494], [-3.823, 2.292, 3.094], [-4.165, 0.903, 2.539], [-4.830, 0.903, 1.241], [-4.445, 1.555, 0.094], [-5.475, 1.456, -0.788], [-6.361, 0.557, -0.235], [-5.992, 0.254, 1.002], [-7.558, 0.103, -0.920], [-3.738, 3.168, 2.454], [-2.892, 2.193, 3.648], [-4.641, 2.553, 3.768], [-4.812, 0.317, 3.189], [-3.257, 0.299, 2.475], [-3.453, 1.950, -0.036], [-5.576, 1.845, -1.785], [-6.571, -0.383, 1.649], [-8.338, -0.195, -0.221], [-7.317, -0.789, -1.501], [-8.022, 0.826, -1.585], [-1.294, 1.081, 0.596], [-0.760, -0.450, 0.905], [-0.763, -0.746, 2.306], [0.220, -1.023, 0.038], [-2.081, -1.240, 0.428], [-0.074, 1.914, 1.177], [1.007, 1.980, 0.223], [0.128, 1.931, 2.584], [-0.818, 3.328, 0.969]],
  "forces_ev_per_a": [[-0.02, -2.34, -0.17], [-1.25, 1.78, 0.64], [1.06, -1.56, -0.51], [0.06, 0.93, -0.86], [0.47, -0.57, 0.13], [0.69, -1.01, 0.48], [-0.97, 0.30, -0.66], [-0.05, -1.05, 0.68], [0.06, 0.49, -0.77], [-1.24, -0.08, 0.03], [-0.18, 0.68, -0.14], [0.32, 0.03, 0.14], [0.06, 0.88, -0.08], [0.35, 0.11, 0.09], [0.19, -0.23, -0.07], [-0.32, 0.06, 0.12], [0.23, 0.09, -0.11], [-0.32, -0.39, 0.18], [0.10, 0.13, 0.13], [0.06, 0.37, -0.11], [-0.23, 0.27, -0.07], [0.17, 0.03, 0.26], [0.03, -0.13, 0.29], [-0.06, 0.30, -0.16], [0.19, 0.55, -0.27], [-0.02, 0.19, 0.38], [-0.07, -0.24, 0.12], [0.53, 0.24, 0.01], [0.15, 0.09, 0.09], [0.06, -0.19, 0.10], [-0.23, 1.17, -0.83], [-0.28, 0.44, 0.32], [-0.98, -0.91, 0.51], [0.18, 1.02, -0.38], [0.07, -0.60, -0.07], [0.39, 0.04, -0.22], [0.36, 0.20, -0.24], [0.05, 1.42, 0.79], [0.36, -0.34, 0.67], [0.36, -0.19, 0.20], [-0.25, -0.80, -0.22], [0.12, -0.20, -0.14], [0.21, 0.20, 0.17], [-0.12, -0.43, -0.18], [-0.04, -0.02, 0.06], [-0.12, -0.16, 0.07], [0.02, -0.31, -0.04], [0.48, -0.17, -0.19], [-0.55, -0.30, -0.17], [-0.96, 0.23, 0.13], [0.38, 0.23, -0.19], [0.08, -0.17, 0.18], [0.37, -0.77, 0.39], [-0.19, 0.72, -0.95], [-0.37, -0.11, 1.16], [0.65, 0.46, -0.75], [-0.27, -0.24, 0.81], [0.31, 0.02, 0.43], [0.10, -0.45, -0.11], [0.06, 0.06, -0.13], [-0.15, 0.01, -0.05], [0.06, 0.11, -0.04], [-0.14, 0.08, 0.24], [0.12, 0.01, -0.22], [-0.04, -0.01, -0.12], [-0.21, 0.52, -0.42], [-0.02, -0.24, 0.14], [0.25, -0.45, -0.37], [0.44, 0.38, -0.59], [-0.55, -0.40, 1.93], [-0.20, 0.08, -0.47], [0.63, 0.64, -0.06], [-0.79, -0.88, 0.21], [1.03, 0.28, 0.36], [0.10, -0.11, -0.68], [-1.61, 0.79, 0.19], [0.15, -0.05, 0.19], [0.02, 0.13, -0.30], [-0.12, -0.36, 0.22], [0.21, 0.40, -0.29], [0.02, -0.08, -0.49], [-0.23, -0.12, -0.04], [0.12, -0.07, 0.03], [0.06, -0.04, 0.05], [0.24, -0.24, -0.12], [0.40, -0.46, -0.20], [0.16, 0.26, 0.11], [-0.75, -0.20, 0.83], [0.97, -0.28, -0.12], [-0.78, -1.04, -0.23], [-0.32, 0.37, 0.09], [0.86, -1.00, 0.11], [-0.89, 1.01, -0.47], [0.74, 0.94, -0.48], [-0.84, -1.14, -0.13], [0.12, -0.52, -0.68], [-0.09, 0.17, 0.15], [0.28, 0.15, 0.26], [-0.10, 0.37, 0.21], [0.01, 0.12, -0.32], [-0.14, 0.45, 0.33], [-0.14, -0.06, -0.01], [0.18, 0.12, 0.27], [0.21, 0.11, 0.23], [0.04, 0.10, -0.07], [0.48, 0.39, 0.13], [1.17, -3.02, 0.30], [-2.97, -1.03, 0.73], [0.73, 0.00, -0.54], [0.47, 0.52, -0.12], [-0.02, 0.63, -0.32], [-0.11, 4.59, -0.49], [-0.07, -0.43, 0.85], [0.49, -0.86, -0.43], [0.26, -0.42, -0.24]],
  "mulliken_charge": [-1.3617, -0.4805, -0.5336, 0.0322, 0.8358, -0.6457, -0.6577, -0.7531, -0.0345, -1.0937, 0.2250, 0.4323, 0.4261, 0.0654, 0.5113, 0.4022, 0.2999, 0.2131, -0.4393, 0.4814, 0.3114, 0.4497, 0.3008, 0.3522, 0.3835, 0.0167, 0.1318, 0.5601, 0.1597, 0.4205, -1.0129, -0.3457, 0.2391, -0.4462, -0.6514, 0.3568, -0.4777, -0.8618, 0.2408, 0.2958, 0.4263, 0.1550, 0.4335, 0.5356, 0.5130, 0.5555, 0.1876, 0.3572, 0.4504, -0.4131, -0.8972, 0.2010, -0.4522, -0.3940, 0.0929, -0.0930, -0.8180, 0.3172, -0.1063, 0.4482, 0.2924, 0.4064, 0.5697, 0.4339, 0.3869, 0.3305, 0.3226, 0.3625, -1.4465, -0.4056, 0.2030, -0.4784, -0.3113, 0.0755, -0.1517, -0.8045, 0.2432, 0.4287, 0.4998, 0.5066, 0.3146, 0.4415, 0.4421, 0.4312, 0.3014, 0.3313, 0.3629, -1.3766, -0.0047, 0.2484, -0.4139, -0.7039, 0.1534, -0.0292, -0.8778, 0.3723, 0.3595, 0.4066, 0.5175, -0.2135, 0.5350, 0.4923, 0.4498, 0.3486, 0.3519, 0.3443, 0.3081, 0.3515, -0.5084, -0.3953, -0.1420, 0.9271, -0.5289, -0.5650, -0.3434]
}

***

{
  "formula": "C8H11CuFO6S",
  "method": "wB97M-V/def2-TZVPD",
  "homo_lumo_gap_ev": [8.50, 4.99],
  "multiplicity": 2,
  "charge": 2,
  "species": ["C", "S", "O", "O", "C", "O", "C", "O", "C", "C", "F", "C", "C", "C", "O", "O", "H", "H", "H", "H", "H", "H", "H", "H", "H", "H", "H", "Cu"],
  "xyz": [[-2.561, -1.159, -1.264], [-0.837, -1.049, -1.771], [-0.502, 0.086, -2.610], [-0.559, -2.295, -2.641], [0.187, -1.208, -0.272], [1.562, -0.914, -0.385], [2.058, -1.107, 0.960], [3.183, -1.065, 1.168], [0.874, -1.330, 1.960], [-0.339, -0.731, 1.109], [-1.476, -1.322, 1.629], [-0.291, 0.793, 1.502], [-0.376, 1.821, 0.318], [1.038, 2.359, -0.074], [1.640, 2.916, 0.751], [1.564, 2.226, -1.373], [-2.730, -0.377, -0.489], [-2.686, -2.141, -0.747], [-3.261, -1.072, -2.121], [0.212, -2.332, -0.146], [0.693, -2.427, 1.959], [1.014, -0.925, 2.974], [-1.179, 0.971, 2.148], [0.591, 1.048, 2.122], [-0.972, 1.471, -0.548], [-0.912, 2.713, 0.712], [2.536, 2.214, -1.234], [1.527, 2.836, -3.638]],
  "forces_ev_per_a": [[0.17, -0.33, 0.86], [-0.43, 0.83, 0.03], [-0.13, -0.68, 0.26], [0.10, 0.29, 0.07], [-0.23, -2.23, 0.75], [-1.44, 0.67, 0.17], [-2.41, 0.03, 1.18], [2.65, 0.18, 0.16], [-0.31, -0.72, -2.50], [2.45, 1.03, 3.32], [-0.01, 0.17, -1.50], [-1.02, 0.56, -1.06], [0.03, 0.24, -0.56], [-2.30, -0.48, 0.04], [1.74, 0.71, 1.06], [0.23, -0.44, -0.75], [0.16, -0.33, -0.62], [0.13, 0.53, -0.44], [0.78, 0.02, 0.25], [-0.97, 0.47, -0.54], [0.27, 0.49, 0.47], [0.04, -0.15, -0.65], [0.57, -0.27, -0.39], [-0.46, -0.30, -0.47], [0.38, 0.07, 0.44], [0.47, -0.46, -0.37], [-0.35, 0.22, 0.10], [-0.13, -0.12, 0.70]],
  "mulliken_charge": [-0.9354, 1.1636, -0.4738, -0.2459, -0.2767, -0.4173, 0.4590, -0.3490, -1.0663, 1.1652, -0.4011, -1.2288, -0.3327, 0.1457, -0.3887, -0.2795, 0.3528, 0.4343, 0.4290, 0.5724, 0.3898, 0.3641, 0.4305, 0.6193, 0.1702, 0.4757, 0.3260, 0.8975]
}